Version a
C4H8N2 | ωB97M-V/def2-TZVPD

Calculated values
* E_LUMO: 0.750 eV
* HOMO: -9.35 eV
* SMILES: C/C=C(/N)C#N.[H][H]

```
14
C4H8N2, DFT ωB97M-V/def2-TZVPD
C 0.153 1.494 -0.941
C -0.297 0.633 0.195
C -0.452 -0.696 0.170
N -0.962 -1.390 1.303
C -0.030 -1.448 -0.992
N 0.337 -2.052 -1.911
H -0.737 1.852 -1.466
H 0.775 0.948 -1.657
H 0.708 2.374 -0.596
H -0.522 1.115 1.145
H -1.972 -1.469 1.259
H -0.571 -2.319 1.405
H 1.953 0.807 1.102
H 1.619 0.152 0.984
```

***

Version b
C4H8N2 | ωB97M-V/def2-TZVPD

Calculated values
* E_LUMO: 1.102 eV
* HOMO: -9.51 eV
* SMILES: CC(C)=N.C#N

```
14
C4H8N2, DFT ωB97M-V/def2-TZVPD
C -0.831 0.065 1.343
C -0.273 0.501 -0.091
C 0.581 1.773 -0.164
N -0.685 -0.078 -1.126
H -0.235 -0.784 1.797
H -0.612 0.892 2.003
H -1.917 -0.151 1.207
H -0.053 2.533 0.235
H 0.801 1.976 -1.269
H 1.465 1.744 0.370
H -0.255 0.222 -2.024
C 0.644 -2.871 -0.765
N 1.507 -2.522 -0.122
H -0.136 -3.300 -1.395
```

***

Version c
C4H8N2 | ωB97M-V/def2-TZVPD

Calculated values
* E_LUMO: 0.106 eV
* HOMO: -9.08 eV

```
14
C4H8N2, DFT ωB97M-V/def2-TZVPD
C 1.831 0.255 -0.263
C 0.457 0.522 0.113
N -0.429 -0.243 -0.576
C -1.804 -0.223 -0.119
C -1.972 -0.163 1.352
N -2.030 -0.087 2.505
H 2.643 0.606 0.369
H 2.035 0.156 -1.325
H 1.460 -1.459 -0.204
H 0.287 0.778 1.170
H 0.829 1.512 -0.424
H 0.611 -1.498 -0.351
H -2.303 -1.126 -0.485
H -2.355 0.629 -0.547
```

***

The structure with the greatest stability is version b.

***

Version a
C4H8N2 | ωB97M-V/def2-TZVPD

Calculated values
* E_LUMO: 0.930 eV
* HOMO: -7.83 eV

```
14
C4H8N2, DFT ωB97M-V/def2-TZVPD
C -1.429 -0.994 0.463
C 1.201 0.176 -0.677
N 1.371 1.012 0.540
C -0.151 0.856 -0.685
C -1.316 0.262 -0.333
N 1.556 -1.010 -0.867
H 1.834 0.604 1.343
H 1.453 2.016 0.523
H 2.311 -1.341 -0.268
H -0.184 1.758 -1.284
H -2.226 0.650 -0.775
H -2.324 -1.546 0.172
H -0.568 -1.653 0.315
H -1.529 -0.790 1.533
```

***

Version b
C4H8N2 | ωB97M-V/def2-TZVPD

Calculated values
* E_LUMO: 0.749 eV
* HOMO: -8.51 eV

```
14
C4H8N2, DFT ωB97M-V/def2-TZVPD
C -0.585 0.101 -1.556
C -1.182 0.584 -0.276
C 0.225 0.152 -0.315
C 0.982 -1.299 1.214
N -0.650 1.959 -0.017
N 0.739 1.506 -0.170
H -0.920 -0.912 -1.974
H -0.309 0.991 -2.284
H -2.131 0.391 0.328
H 0.731 -2.285 0.952
H 0.598 -0.601 1.889
H 2.045 -1.218 1.121
H -0.854 2.709 -0.723
H 1.003 1.618 0.816
```

***

The structure with the greatest stability is version a.

***

Version a
C7H10O | ωB97M-V/def2-TZVPD

Calculated values
* E_LUMO: 0.643 eV
* HOMO: -8.59 eV
* SMILES: C=C1[C@H](C(C)=O)[C@@H]1C

```
18
C7H10O, DFT ωB97M-V/def2-TZVPD
C -1.820 1.590 1.247
C -1.180 0.764 0.445
C -1.080 -0.527 -0.066
C 0.393 -1.279 0.116
C 0.624 -2.281 -0.991
O 0.898 -1.428 1.219
C 0.047 0.718 -0.395
C 1.255 1.350 0.239
H -1.539 2.632 1.323
H -2.652 1.239 1.846
H -1.645 -0.787 -0.956
H 1.560 -2.026 -1.494
H 0.717 -3.280 -0.560
H -0.168 -2.313 -1.741
H -0.098 1.074 -1.411
H 1.338 1.114 1.301
H 2.155 1.001 -0.273
H 1.194 2.438 0.151
```

***

Version b
C7H10O | ωB97M-V/def2-TZVPD

Calculated values
* E_LUMO: 0.363 eV
* HOMO: -8.43 eV
* SMILES: C1=C\CCOC\C=C/1

```
18
C7H10O, DFT ωB97M-V/def2-TZVPD
C 0.948 1.331 -0.196
C 1.928 0.267 0.088
C 1.688 -1.204 -0.010
C 0.284 -1.016 0.216
O -0.887 -1.702 -0.148
C -1.850 -0.801 -0.091
C -1.652 0.789 -0.050
C -0.582 1.753 -0.020
H 1.485 2.277 -0.232
H 2.938 0.416 -0.091
H 1.881 -1.224 -1.220
H 2.236 -2.302 0.347
H 0.233 -0.456 1.307
H 0.119 -0.162 -0.411
H -2.540 -1.126 0.713
H -2.617 -0.970 -0.828
H -2.754 1.259 0.359
H -0.859 2.870 0.266
```

***

Version c
C7H10O | ωB97M-V/def2-TZVPD

Calculated values
* E_LUMO: 0.838 eV
* HOMO: -9.46 eV
* SMILES: c1ccccc1.CO

```
18
C7H10O, DFT ωB97M-V/def2-TZVPD
C -0.087 -0.272 1.502
C -1.106 0.587 1.080
C -0.666 1.704 0.317
C 0.643 1.897 -0.252
C 1.575 0.848 0.031
C 1.203 -0.079 1.065
H -0.329 -1.008 2.168
H -2.089 0.715 1.516
H -1.503 2.357 0.035
H 0.864 2.744 -0.990
H 2.556 1.128 -0.368
H 1.969 -0.660 1.412
C -0.042 -2.289 -1.591
O -1.244 -1.394 -1.405
H -0.809 -3.122 -2.023
H 0.850 -1.843 -2.312
H 0.382 -2.732 -0.521
H -1.061 -0.803 -0.593
```

***

Version d
C7H10O | ωB97M-V/def2-TZVPD

Calculated values
* E_LUMO: 0.782 eV
* HOMO: -8.55 eV
* SMILES: Cc1ccccc1.O

```
18
C7H10O, DFT ωB97M-V/def2-TZVPD
C -1.805 1.672 0.054
C -0.592 0.809 0.239
C -0.688 -0.298 1.133
C 0.387 -1.075 1.535
C 1.599 -0.787 0.916
C 1.644 0.013 -0.234
C 0.563 0.865 -0.580
H -1.360 2.655 -0.220
H -2.391 1.465 -0.757
H -2.443 1.654 0.886
H -1.596 -0.448 1.645
H 0.319 -2.053 2.024
H 2.435 -1.367 1.296
H 2.559 0.035 -0.871
H 0.632 1.616 -1.409
O 0.283 -1.735 -1.507
H -0.344 -1.030 -1.822
H 0.798 -1.990 -2.328
```

***

The structure with the greatest stability is version d.

***

Version a
C7H10O | ωB97M-V/def2-TZVPD

Calculated values
* E_LUMO: 0.891 eV
* HOMO: -8.60 eV

```
18
C7H10O, DFT ωB97M-V/def2-TZVPD
C -1.637 -0.944 -0.054
C -1.492 0.477 -0.393
C -0.399 0.858 0.640
C 0.063 -1.064 0.110
C 1.646 -1.052 0.084
C 1.750 0.224 -0.343
C 0.927 1.380 -0.007
H -2.199 -1.450 -0.991
H -2.274 -1.321 0.707
H -2.534 1.156 -0.213
H -1.067 0.739 -1.565
H -1.070 1.771 1.318
H -0.009 -0.409 -0.655
H 2.177 -1.872 -0.562
H 2.191 -1.266 1.122
H 2.921 0.455 -0.482
H 1.028 2.509 -0.042
O -0.024 -0.192 1.329
```

***

Version b
C7H10O | ωB97M-V/def2-TZVPD

Calculated values
* E_LUMO: 0.654 eV
* HOMO: -9.06 eV
* SMILES: C=CC(=C)C1(O)CC1

```
18
C7H10O, DFT ωB97M-V/def2-TZVPD
C 1.791 1.511 -0.014
C 1.742 0.179 0.224
C 0.667 -0.743 0.375
C 0.748 -2.007 -0.004
C -0.815 -0.034 0.490
O -1.100 0.628 1.679
C -1.286 0.636 -0.839
C -1.996 -0.563 -0.256
H 2.712 2.044 -0.131
H 0.890 2.251 -0.061
H 2.647 -0.403 0.174
H -0.225 -2.616 -0.211
H 1.682 -2.434 -0.260
H -0.437 1.318 1.793
H -0.707 0.518 -1.672
H -1.610 1.702 -0.561
H -3.027 -0.591 0.038
H -1.678 -1.395 -0.765
```

***

The structure with the greatest stability is version b.